# 1
Here is a 27-piece molecular cluster, C54H162O27 overall in a non-equilibrium geometry from the Open Molecules 2025 dataset. Energies are from wB97M-V/def2-TZVPD.

Results
- E (Eh) = -4185.8113
- LUMO (eV) = -0.109

ORCA input file:
```
! RIJCOSX wB97M-V def2-TZVPD def2/J DEFGRID3
* xyz 0 1
C 1.9817 -2.5000 -3.0923
C 3.0609 -3.4437 -3.5563
O 2.5916 -4.7806 -3.4651
H 2.3929 -1.5148 -2.8724
H 1.4861 -2.8303 -2.1793
H 1.2505 -2.3669 -3.8896
H 3.9426 -3.2938 -2.9332
H 3.2883 -3.2419 -4.6030
H 3.2830 -5.3180 -3.8585
C -0.6672 -1.5122 -8.0344
C -1.2178 -0.7479 -6.8482
O -0.8489 -1.4493 -5.6689
H -1.0637 -2.5275 -8.0324
H 0.4135 -1.5989 -7.9215
H -0.8096 -1.0654 -9.0184
H -2.2924 -0.6458 -6.9998
H -0.7967 0.2549 -6.7770
H -0.9954 -2.3696 -5.8998
C 0.7317 -0.4901 -0.2257
C 0.0227 0.6432 0.5022
O -1.0358 0.0264 1.2422
H 1.5185 -0.1266 -0.8867
H 0.0341 -1.0573 -0.8419
H 1.2300 -1.2074 0.4265
H -0.4413 1.3180 -0.2172
H 0.7321 1.0651 1.2141
H -1.6793 0.7228 1.3923
C -0.6717 5.1406 0.5027
C 0.5586 4.2588 0.5709
O 1.6084 4.7685 -0.1908
H -1.4191 4.7328 1.1832
H -1.1604 5.0660 -0.4688
H -0.3963 6.1347 0.8550
H 0.3630 3.2212 0.3002
H 0.9326 4.2347 1.5945
H 1.8375 5.6300 0.1656
C 7.0328 1.3267 -4.3144
C 6.1441 0.4963 -3.3782
O 6.1307 -0.8817 -3.8629
H 6.9833 2.3753 -4.0209
H 6.7108 1.2355 -5.3517
H 8.0589 0.9727 -4.2148
H 5.1590 0.9517 -3.4793
H 6.4979 0.4844 -2.3473
H 5.6041 -0.9598 -4.6618
C 4.7703 4.9389 1.5288
C 5.3054 6.0587 2.3935
O 4.5928 7.2504 2.3366
H 4.8621 5.1236 0.4584
H 3.7450 4.6520 1.7622
H 5.4229 4.0959 1.7557
H 6.3402 6.2537 2.1123
H 5.3421 5.7080 3.4249
H 4.9494 7.7728 3.0588
C -1.6101 -3.5221 -2.4864
C -3.0235 -2.9090 -2.4544
O -3.6572 -3.2699 -1.2251
H -1.1512 -3.2180 -3.4272
H -1.5651 -4.6066 -2.3870
H -0.9437 -3.0871 -1.7415
H -3.6054 -3.3564 -3.2602
H -3.0036 -1.8440 -2.6857
H -2.9857 -3.1623 -0.5475
C 6.3806 -4.1662 -2.6954
C 6.3546 -3.2102 -1.5164
O 7.3803 -2.2884 -1.8311
H 5.7082 -5.0163 -2.5801
H 7.3429 -4.6609 -2.8272
H 6.0738 -3.6758 -3.6192
H 6.5732 -3.7654 -0.6042
H 5.3830 -2.7536 -1.3278
H 7.0862 -1.9141 -2.6647
C 6.2942 0.2260 0.9117
C 4.9251 -0.1783 0.3463
O 3.9795 0.7072 0.8895
H 7.0151 -0.5816 0.7849
H 6.3496 0.4462 1.9778
H 6.7079 1.0590 0.3433
H 4.6089 -1.1679 0.6760
H 4.9105 -0.1578 -0.7434
H 4.0150 1.5091 0.3630
C 2.5479 -0.2254 -5.6894
C 3.7163 -0.1245 -6.6615
O 4.6709 -1.1259 -6.2124
H 2.8886 -0.0202 -4.6746
H 2.0349 -1.1812 -5.7965
H 1.8359 0.5445 -5.9866
H 4.0673 0.9068 -6.6269
H 3.4699 -0.3817 -7.6917
H 4.2422 -1.9686 -6.3786
C 1.6251 -1.1684 4.8377
C 2.1319 -0.9838 3.4124
O 3.3607 -0.3215 3.4146
H 1.4423 -0.1440 5.1624
H 2.3280 -1.6436 5.5220
H 0.7311 -1.7860 4.9236
H 1.4400 -0.3568 2.8499
H 2.2706 -1.9512 2.9297
H 3.4536 0.0565 2.5370
C 1.7647 -7.1266 3.7168
C 2.3490 -5.9056 4.3911
O 1.5741 -4.7962 3.8725
H 0.6891 -7.2484 3.8445
H 2.2066 -8.0212 4.1555
H 1.9081 -7.1768 2.6375
H 3.4166 -5.7353 4.2519
H 2.2353 -6.1012 5.4574
H 1.7017 -4.8314 2.9216
C 2.9322 2.8474 -3.4153
C 2.6645 2.1458 -2.0508
O 3.3373 2.7784 -0.9811
H 3.9855 3.0151 -3.6400
H 2.5445 3.8611 -3.5169
H 2.5447 2.2866 -4.2658
H 3.0556 1.1318 -2.1338
H 1.5951 2.0347 -1.8715
H 2.8017 3.5261 -0.7062
C -5.5474 -3.6181 1.6317
C -6.4934 -2.9608 0.6401
O -7.4210 -2.1356 1.3691
H -6.0795 -4.1640 2.4107
H -4.9288 -2.8697 2.1269
H -4.7934 -4.2347 1.1424
H -7.0450 -3.7671 0.1565
H -5.9817 -2.2670 -0.0268
H -8.0311 -1.7151 0.7588
C 1.0585 -8.0210 -2.1977
C 0.3075 -6.6946 -2.1408
O 0.9993 -5.6346 -1.5189
H 1.3823 -8.4418 -1.2457
H 1.8829 -7.9918 -2.9101
H 0.3999 -8.7711 -2.6356
H -0.6831 -6.8074 -1.7001
H 0.1221 -6.3691 -3.1644
H 1.5322 -5.2244 -2.2040
C -1.4393 2.2217 -2.5808
C -1.6038 0.7919 -3.1685
O -0.7640 0.8143 -4.2666
H -0.4123 2.5796 -2.5088
H -1.8095 2.3133 -1.5597
H -2.0059 3.0061 -3.0825
H -2.6039 0.5569 -3.5328
H -1.2556 -0.0519 -2.5729
H -0.8648 -0.0215 -4.7281
C -4.1310 0.2878 -0.3929
C -4.1462 0.9697 0.9729
O -3.0278 1.8588 1.0429
H -4.1485 0.9943 -1.2227
H -5.0845 -0.2315 -0.4898
H -3.3006 -0.4053 -0.5274
H -4.1781 0.1997 1.7438
H -5.0633 1.5519 1.0625
H -3.2564 2.7738 0.8634
C -0.7554 2.8739 3.8680
C -2.2781 2.7952 3.9597
O -2.5472 3.1933 5.2710
H -0.2407 2.2647 4.6109
H -0.4634 3.9239 3.8882
H -0.3828 2.5895 2.8839
H -2.6628 1.8191 3.6642
H -2.6413 3.4459 3.1642
H -3.4830 3.0689 5.4454
C -5.3702 3.7841 -1.8984
C -6.6770 3.5085 -1.2324
O -6.6483 3.6609 0.1257
H -5.0739 4.8222 -2.0484
H -5.4057 3.3932 -2.9153
H -4.5708 3.2937 -1.3429
H -7.0208 2.4984 -1.4551
H -7.4401 4.1804 -1.6253
H -7.5615 3.5136 0.3828
C -2.1133 -0.9496 4.4277
C -2.4708 -1.6281 5.7342
O -1.3518 -2.2109 6.3584
H -3.0179 -0.7111 3.8683
H -1.5995 -1.6691 3.7901
H -1.4941 -0.0642 4.5717
H -3.2169 -2.3953 5.5275
H -2.9745 -0.9593 6.4320
H -1.2242 -3.0556 5.9203
C 2.3953 3.8309 4.6153
C 3.0516 2.6022 5.2789
O 3.4667 2.9349 6.5755
H 2.1268 3.5878 3.5872
H 3.0327 4.7135 4.6695
H 1.5042 4.0635 5.1983
H 3.8666 2.2312 4.6574
H 2.3897 1.7393 5.3532
H 3.8619 2.1565 6.9748
C 4.1627 -4.1564 1.5618
C 3.0326 -4.1934 0.5118
O 2.0482 -5.0344 1.0157
H 3.7721 -3.9401 2.5562
H 4.8992 -3.4140 1.2543
H 4.6030 -5.1535 1.5577
H 3.4302 -4.5812 -0.4261
H 2.5408 -3.2674 0.2140
H 1.5309 -5.3312 0.2635
C -1.5764 -4.8362 0.9619
C -1.0338 -3.4278 1.2129
O -2.0086 -2.5069 0.7162
H -1.5278 -5.0633 -0.1030
H -2.5727 -4.9826 1.3793
H -0.8582 -5.4713 1.4807
H -0.1112 -3.2375 0.6645
H -0.8707 -3.2056 2.2675
H -1.6517 -1.6535 0.9729
C -5.8672 -0.3798 5.3702
C -6.1365 -0.8326 3.9291
O -7.4106 -1.3933 3.8477
H -5.7689 -1.1509 6.1343
H -6.6232 0.3460 5.6699
H -4.8968 0.1165 5.3569
H -5.4296 -1.6292 3.6973
H -6.0212 0.0399 3.2861
H -7.4316 -1.8238 2.9899
C -5.8523 3.5210 4.5355
C -6.1222 3.1241 5.9473
O -5.0385 2.5531 6.5770
H -6.6422 4.0045 3.9606
H -5.4471 2.6565 4.0096
H -4.9863 4.1826 4.5135
H -6.9860 2.4633 6.0200
H -6.4036 4.0031 6.5271
H -5.4796 2.0767 7.2841
C -0.2849 5.2632 -6.5892
C -0.5638 4.2523 -5.4713
O 0.3544 3.1676 -5.5174
H -0.8313 4.9578 -7.4815
H 0.7688 5.3444 -6.8561
H -0.6599 6.2690 -6.3996
H -1.5939 3.8964 -5.4546
H -0.4420 4.7305 -4.4994
H -0.0616 2.4372 -5.0537
C -4.7888 6.5696 0.5126
C -4.2620 5.6368 1.5886
O -4.0241 4.4205 0.9563
H -5.1357 7.5055 0.9507
H -5.6015 6.0997 -0.0412
H -3.9984 6.7781 -0.2084
H -4.9716 5.4659 2.3982
H -3.4118 6.0881 2.1001
H -4.8730 4.0993 0.6436
*
```

=====

# 2
Here is an isolated molecule of C19H28N2O5S in a non-equilibrium geometry from the Open Molecules 2025 dataset. Energies are from wB97M-V/def2-TZVPD.

Results
- structure (SMILES) = COc1ccc(N(CC(=O)NCCC2=CCCCC2)S(C)(=O)=O)cc1OC
- E (Eh) = -1624.6695
- LUMO (eV) = 0.442

ORCA input file:
```
! RIJCOSX wB97M-V def2-TZVPD def2/J DEFGRID3
* xyz 0 1
C -5.4636 -1.3443 0.2115
O -4.8549 -0.5143 1.1764
C -3.6210 0.0223 0.9595
C -3.0035 0.5318 2.0966
C -1.7631 1.1388 2.0626
C -1.0783 1.2289 0.8580
N 0.1775 1.8481 0.7277
C 1.1321 1.9016 1.8165
C 2.3277 0.9652 1.5529
O 2.5422 -0.0085 2.2453
N 3.1046 1.3750 0.5407
C 4.1879 0.5816 0.0102
C 3.7208 -0.2754 -1.1777
C 2.7041 -1.2915 -0.7362
C 1.4119 -1.1366 -0.9909
C 0.3493 -2.0917 -0.5380
C 0.8655 -3.0213 0.5551
C 2.2184 -3.5863 0.1422
C 3.2288 -2.4466 0.0703
S 0.3870 2.8941 -0.5482
C -1.0415 4.0026 -0.4539
O 1.5727 3.6613 -0.2818
O 0.3467 2.2046 -1.8036
C -1.6863 0.7276 -0.2907
C -2.9433 0.1387 -0.2697
O -3.5514 -0.3258 -1.4044
C -2.8254 -0.3243 -2.6124
H -4.8035 -2.1605 -0.0899
H -6.3442 -1.7542 0.7060
H -5.7699 -0.7826 -0.6731
H -3.5391 0.4435 3.0282
H -1.3491 1.5260 2.9787
H 1.4969 2.9270 1.9194
H 0.6637 1.5796 2.7451
H 2.8085 2.1809 0.0061
H 4.9883 1.2563 -0.3039
H 4.5507 -0.0589 0.8164
H 3.2860 0.3825 -1.9333
H 4.5927 -0.7742 -1.6073
H 1.0742 -0.2840 -1.5665
H -0.5127 -1.5287 -0.1706
H 0.0115 -2.6826 -1.3989
H 0.1474 -3.8241 0.7362
H 0.9870 -2.4533 1.4790
H 2.5553 -4.3372 0.8596
H 2.1304 -4.0667 -0.8355
H 4.1727 -2.7990 -0.3547
H 3.4301 -2.0906 1.0849
H -0.9752 4.5387 0.4832
H -1.9463 3.4116 -0.5064
H -0.9758 4.6850 -1.2915
H -1.1525 0.8161 -1.2190
H -1.9062 -0.9106 -2.5297
H -3.4873 -0.7864 -3.3436
H -2.5782 0.6908 -2.9374
*
```

=====

# 3
Here is C46H51Cl2MoN5O10P2S as an isolated structure from the Open Molecules 2025 dataset. Energies are from wB97M-V/def2-TZVPD.

Results
- E (Eh) = -4878.4153
- LUMO (alpha / beta) (eV) = -6.048 / -6.396

ORCA input file:
```
! RIJCOSX wB97M-V def2-TZVPD def2/J DEFGRID3
* xyz 2 3
Mo -0.4290 -0.4583 0.6692
C 1.2152 -3.6442 0.0615
C 2.2404 -2.6655 0.6244
P 1.8918 -1.0195 -0.1039
C 2.0623 -1.2747 -1.8920
C 1.0692 -0.9983 -2.8261
C 1.2952 -1.2368 -4.1759
C 2.5073 -1.7586 -4.5966
C 3.5037 -2.0397 -3.6679
C 3.2869 -1.7963 -2.3241
C 3.2650 0.0445 0.3744
C 3.8274 0.9339 -0.5409
C 4.9365 1.6809 -0.1770
C 5.4901 1.5350 1.0869
C 4.9261 0.6585 2.0041
C 3.8081 -0.0791 1.6549
P -0.5171 -3.1096 0.3848
C -1.3776 -3.9490 -0.9817
C -2.0443 -5.1541 -0.7889
C -2.6176 -5.8083 -1.8739
C -2.5260 -5.2715 -3.1473
C -1.8396 -4.0791 -3.3469
C -1.2696 -3.4242 -2.2701
C -1.0492 -3.9668 1.8833
C -0.1586 -4.5749 2.7609
C -0.6250 -5.1473 3.9384
C -1.9768 -5.1088 4.2425
C -2.8711 -4.4989 3.3693
C -2.4109 -3.9226 2.1977
H 1.3419 -4.6580 0.4418
H 1.3153 -3.6996 -1.0232
H 3.2659 -2.9397 0.3739
H 2.1771 -2.5880 1.7127
H 0.1063 -0.6081 -2.5175
H 0.5192 -1.0125 -4.8959
H 2.6825 -1.9445 -5.6477
H 4.4543 -2.4406 -3.9928
H 4.0840 -1.9935 -1.6170
H 3.4130 1.0459 -1.5357
H 5.3688 2.3730 -0.8865
H 6.3715 2.1034 1.3559
H 5.3640 0.5390 2.9861
H 3.3885 -0.7723 2.3708
H -2.1240 -5.5955 0.1944
H -3.1371 -6.7436 -1.7152
H -2.9818 -5.7815 -3.9854
H -1.7506 -3.6622 -4.3422
H -0.7295 -2.5028 -2.4396
H 0.9008 -4.6257 2.5414
H 0.0699 -5.6315 4.6112
H -2.3367 -5.5579 5.1585
H -3.9276 -4.4774 3.6014
H -3.1081 -3.4456 1.5163
Cl -3.3118 0.6590 1.6138
C -4.3828 1.9279 0.9241
Cl -5.6151 1.2423 -0.1043
H -3.7617 2.5992 0.3424
H -4.8470 2.4250 1.7670
O -3.3226 -1.7589 -0.3049
C -2.8003 -1.0044 -1.0768
O -1.5712 -0.4733 -0.8860
C -3.4502 -0.4646 -2.2983
C -3.0349 0.7473 -2.8337
C -3.7069 1.2554 -3.9239
C -4.7629 0.5975 -4.5219
C -5.1320 -0.6131 -3.9674
C -4.5136 -1.1579 -2.8612
N -6.2512 -1.3605 -4.5921
O -6.8782 -0.7907 -5.4520
O -6.4457 -2.4865 -4.1935
N -3.2727 2.5634 -4.4636
O -2.4328 3.1698 -3.8268
O -3.7774 2.9318 -5.4934
H -2.2172 1.3061 -2.4033
H -5.2775 1.0037 -5.3807
H -4.8512 -2.1002 -2.4519
C -0.7723 -0.2692 5.0045
C -0.5234 0.1262 3.5513
C 0.9304 0.5344 3.3070
C -0.8530 -1.0544 2.6418
H -0.5291 0.5583 5.6739
H -0.1498 -1.1235 5.2804
H -1.8148 -0.5429 5.1690
H -1.1671 0.9724 3.3265
H 1.6003 -0.2483 3.6702
H 1.2035 1.4679 3.7985
H 1.1649 0.7011 2.2382
H -1.8860 -1.4097 2.7086
H -0.2176 -1.9006 2.9240
C 4.8882 6.1831 1.8727
C 3.9891 5.1501 2.5394
S 2.8284 4.4139 1.4185
O 3.3671 4.4068 0.0808
O 2.3366 3.1786 1.9991
C 1.4610 5.5492 1.4228
C 0.5261 5.2890 0.2468
N 0.3938 3.8664 -0.1045
C -0.1898 2.9293 0.6663
N -0.0410 1.7132 0.1248
C 0.7083 1.8963 -1.0189
C 0.9809 3.2007 -1.1585
N 1.7256 3.7738 -2.2561
O 1.7402 4.9746 -2.3863
O 2.2673 2.9682 -2.9811
C -0.9156 3.2896 1.9061
H 5.5606 6.6075 2.6161
H 4.3142 7.0008 1.4360
H 5.4802 5.7298 1.0809
H 3.3932 5.5697 3.3525
H 4.5369 4.2907 2.9326
H 1.8631 6.5581 1.3190
H 0.9823 5.4548 2.3969
H 0.8908 5.7859 -0.6429
H -0.4640 5.6790 0.4730
H 0.9624 1.1199 -1.7158
H -1.4692 4.2187 1.7718
H -0.2089 3.4179 2.7279
H -1.6174 2.5071 2.1701
*
```

=====

Which of these has the highest E?
C19H28N2O5S

=====

Please write out number 2 again, unchanged.
Here is an isolated molecule of C19H28N2O5S in a non-equilibrium geometry from the Open Molecules 2025 dataset. Energies are from wB97M-V/def2-TZVPD.

Results
- structure (SMILES) = COc1ccc(N(CC(=O)NCCC2=CCCCC2)S(C)(=O)=O)cc1OC
- E (Eh) = -1624.6695
- LUMO (eV) = 0.442

ORCA input file:
```
! RIJCOSX wB97M-V def2-TZVPD def2/J DEFGRID3
* xyz 0 1
C -5.4636 -1.3443 0.2115
O -4.8549 -0.5143 1.1764
C -3.6210 0.0223 0.9595
C -3.0035 0.5318 2.0966
C -1.7631 1.1388 2.0626
C -1.0783 1.2289 0.8580
N 0.1775 1.8481 0.7277
C 1.1321 1.9016 1.8165
C 2.3277 0.9652 1.5529
O 2.5422 -0.0085 2.2453
N 3.1046 1.3750 0.5407
C 4.1879 0.5816 0.0102
C 3.7208 -0.2754 -1.1777
C 2.7041 -1.2915 -0.7362
C 1.4119 -1.1366 -0.9909
C 0.3493 -2.0917 -0.5380
C 0.8655 -3.0213 0.5551
C 2.2184 -3.5863 0.1422
C 3.2288 -2.4466 0.0703
S 0.3870 2.8941 -0.5482
C -1.0415 4.0026 -0.4539
O 1.5727 3.6613 -0.2818
O 0.3467 2.2046 -1.8036
C -1.6863 0.7276 -0.2907
C -2.9433 0.1387 -0.2697
O -3.5514 -0.3258 -1.4044
C -2.8254 -0.3243 -2.6124
H -4.8035 -2.1605 -0.0899
H -6.3442 -1.7542 0.7060
H -5.7699 -0.7826 -0.6731
H -3.5391 0.4435 3.0282
H -1.3491 1.5260 2.9787
H 1.4969 2.9270 1.9194
H 0.6637 1.5796 2.7451
H 2.8085 2.1809 0.0061
H 4.9883 1.2563 -0.3039
H 4.5507 -0.0589 0.8164
H 3.2860 0.3825 -1.9333
H 4.5927 -0.7742 -1.6073
H 1.0742 -0.2840 -1.5665
H -0.5127 -1.5287 -0.1706
H 0.0115 -2.6826 -1.3989
H 0.1474 -3.8241 0.7362
H 0.9870 -2.4533 1.4790
H 2.5553 -4.3372 0.8596
H 2.1304 -4.0667 -0.8355
H 4.1727 -2.7990 -0.3547
H 3.4301 -2.0906 1.0849
H -0.9752 4.5387 0.4832
H -1.9463 3.4116 -0.5064
H -0.9758 4.6850 -1.2915
H -1.1525 0.8161 -1.2190
H -1.9062 -0.9106 -2.5297
H -3.4873 -0.7864 -3.3436
H -2.5782 0.6908 -2.9374
*
```

=====

E of number 3 (C46H51Cl2MoN5O10P2S)?
-4878.4153 Eh

=====

What is the E in the first record?
-4185.8113 Eh